Formula: C58H72Cl3F8NO2
Source: the OMol25 dataset
Level of theory: ωB97M-V with the def2-TZVPD basis set

Cartesian coordinates (Å):
C  2.8586  1.0778  4.7140
C  4.4940  0.8361  4.8762
C  5.1991  1.1462  3.4284
C  5.5584  -0.1811  2.5340
C  4.6397  -1.5013  2.8754
C  4.7351  -2.5365  1.5731
C  3.4724  -2.2375  0.5559
C  2.9440  -3.6421  -0.1810
C  2.4006  -4.7183  0.9731
C  0.7842  -5.0059  0.8841
C  -0.0817  -4.2842  2.1176
C  -1.2749  -5.2808  2.7131
C  -2.1246  -4.6240  3.9535
C  -3.4416  -3.7247  3.4506
C  -3.0378  -2.1586  3.1558
C  -4.2984  -1.1949  2.7248
C  -3.8432  0.0198  1.6689
C  -2.3756  0.6070  2.1831
C  -1.9741  2.0568  1.5324
C  -0.9567  3.0638  2.3972
Cl  -0.4511  2.4799  4.1222
C  -1.5632  4.5475  2.7407
C  -0.4493  5.7433  2.8702
O  0.4366  5.8016  3.9033
Cl  -0.2988  7.1825  1.6535
N  0.3604  2.9279  1.6603
C  0.3080  1.8354  0.5801
O  1.2364  0.9621  0.1823
C  -1.2475  2.0816  0.0256
C  -1.2546  3.5349  -0.7328
C  0.0946  3.8773  -1.5987
C  1.1103  4.9633  -0.8995
Cl  2.8937  4.4930  -1.2879
C  -1.8744  1.0137  -1.0512
F  -1.3241  1.1767  -2.4489
F  -3.3571  1.2616  -1.2058
F  -1.5847  -0.4283  -0.7051
H  2.5354  2.0143  5.3734
H  2.2333  0.1047  4.9709
H  2.5597  1.3522  3.5961
H  4.7667  -0.2075  5.3453
H  4.9045  1.6502  5.6338
H  4.5198  1.8563  2.7791
H  6.2170  1.7237  3.6052
H  6.6748  -0.4852  2.7211
H  5.3471  0.1021  1.4071
H  3.4915  -1.2747  3.0104
H  4.9825  -2.0739  3.8436
H  4.7782  -3.6417  1.9673
H  5.7504  -2.3243  1.0204
H  2.5209  -1.7915  1.1178
H  3.8533  -1.4373  -0.2203
H  2.1031  -3.3067  -0.9279
H  3.8220  -4.0746  -0.8299
H  2.9772  -5.7301  0.7799
H  2.6184  -4.2999  2.0612
H  0.4189  -4.5049  -0.1338
H  0.5081  -6.1494  0.7892
H  -0.5286  -3.2959  1.6249
H  0.6419  -3.8929  2.9776
H  -0.6922  -6.2213  3.1554
H  -1.9429  -5.7130  1.8381
H  -1.4233  -3.9337  4.6291
H  -2.4560  -5.5260  4.6600
H  -3.8640  -4.2585  2.4773
H  -4.3088  -3.8436  4.2617
H  -2.3088  -2.1824  2.2120
H  -2.3824  -1.7094  4.0368
H  -4.9362  -0.7896  3.6217
H  -5.0344  -1.8837  2.0875
H  -4.6734  0.8430  1.7334
H  -3.7793  -0.5133  0.6113
H  -1.5494  -0.1728  1.8421
H  -2.4125  0.5768  3.3531
H  -2.9993  2.6589  1.6285
H  -2.3522  4.8829  1.9111
H  -2.1670  4.5383  3.7703
H  1.0984  2.5681  2.3377
H  -1.4702  4.4571  -0.0457
H  -2.1523  3.4989  -1.5186
H  -0.2829  4.3888  -2.6092
H  0.6908  2.9099  -1.9651
H  0.8902  6.0354  -1.3758
H  0.9955  5.0737  0.2597
F  2.4192  8.9921  -6.5381
C  2.9385  8.6474  -5.3522
C  2.4818  7.5001  -4.7128
C  3.0258  7.1380  -3.4805
C  4.0137  7.9342  -2.8957
C  4.4618  9.0866  -3.5430
C  3.9256  9.4423  -4.7804
H  1.7080  6.8985  -5.1784
H  2.6812  6.2387  -2.9761
H  4.4345  7.6539  -1.9324
H  5.2278  9.7070  -3.0839
H  4.2686  10.3299  -5.3015
F  -1.8977  -0.3657  -7.6724
C  -1.4693  -1.0910  -6.6307
C  -0.8979  -2.3388  -6.8545
C  -0.4471  -3.0921  -5.7706
C  -0.5828  -2.5932  -4.4727
C  -1.1623  -1.3418  -4.2580
C  -1.6028  -0.5841  -5.3429
H  -0.8084  -2.7136  -7.8689
H  0.0082  -4.0654  -5.9356
H  -0.2351  -3.1830  -3.6273
H  -1.2706  -0.9573  -3.2467
H  -2.0474  0.3944  -5.1947
F  -6.1538  0.6955  4.5511
C  -6.5907  0.5847  5.8127
C  -7.9434  0.3688  6.0518
C  -8.3979  0.2483  7.3650
C  -7.4953  0.3560  8.4259
C  -6.1402  0.5778  8.1757
C  -5.6844  0.6871  6.8622
H  -8.6310  0.2962  5.2155
H  -9.4523  0.0717  7.5623
H  -7.8509  0.2664  9.4501
H  -5.4402  0.6654  9.0031
H  -4.6332  0.8506  6.6494
F  0.8556  4.4404  -5.2296
C  1.5960  3.3311  -5.3559
C  1.2581  2.3892  -6.3215
C  2.0317  1.2365  -6.4569
C  3.1293  1.0332  -5.6168
C  3.4574  1.9820  -4.6473
C  2.6903  3.1398  -4.5197
H  0.3971  2.5603  -6.9595
H  1.7805  0.4978  -7.2139
H  3.7298  0.1319  -5.7197
H  4.3097  1.8197  -3.9918
H  2.9364  3.8918  -3.7775
F  0.3345  -8.0069  -1.9901
C  -0.1550  -8.0419  -3.2366
C  -0.7273  -6.8966  -3.7793
C  -1.2325  -6.9312  -5.0790
C  -1.1695  -8.1149  -5.8182
C  -0.5978  -9.2606  -5.2628
C  -0.0826  -9.2226  -3.9674
H  -0.7750  -5.9886  -3.1872
H  -1.6749  -6.0390  -5.5152
H  -1.5677  -8.1426  -6.8303
H  -0.5536  -10.1819  -5.8386
H  0.3733  -10.1013  -3.5234

Summary:
SMILES: CCCCCCCCCCCCCCCCCC[C@H]1[C@](Cl)(CC(=O)Cl)NC(=O)[C@@]1(CCCCl)C(F)(F)F.Fc1ccccc1.Fc1ccccc1.Fc1ccccc1.Fc1ccccc1.Fc1ccccc1
Highest occupied orbital energy (Eh): -0.333
Calculated total energy (eV): -126191.8364
Gap between HOMO and LUMO (eV): 8.2